The following is a DFT calculation (ωB97M-V/def2-TZVPD) of a molecular structure, C24H25InN5S.

```
56
Properties=species:S:1:pos:R:3:forces:R:3
In -0.1580 -0.2728 0.3369 0.481 0.503 -0.039
C -2.0166 2.0664 -0.7636 -0.067 -0.025 0.070
C -1.9994 1.2611 -2.0611 0.048 0.045 0.027
C -0.6236 0.9558 -2.5905 0.037 -0.078 0.095
C -0.2531 1.3816 -3.8562 -0.037 -0.024 -0.025
C 0.9968 1.0641 -4.3579 0.016 0.005 -0.052
C 1.8628 0.3132 -3.5764 0.031 -0.007 -0.016
C 1.4489 -0.0618 -2.3202 -0.143 -0.009 -0.011
N 0.2383 0.2520 -1.8198 -0.071 0.078 -0.192
N -1.8294 1.2417 0.4662 -0.087 -0.015 -0.047
C -1.5714 2.1222 1.6311 -0.008 -0.129 0.053
C -1.0524 1.3285 2.8110 0.025 -0.027 -0.035
C -1.0912 1.8483 4.0913 -0.066 0.007 -0.012
C -0.5578 1.1062 5.1321 0.016 -0.030 0.040
C -0.0151 -0.1457 4.8664 -0.019 0.032 0.068
C -0.0166 -0.6027 3.5695 -0.142 -0.025 -0.109
N -0.5270 0.1200 2.5531 0.058 0.110 0.161
C -3.0219 0.3909 0.7624 0.070 -0.015 -0.020
C -3.0155 -0.9606 0.0823 0.110 -0.023 0.019
C -4.1902 -1.5974 -0.2649 -0.042 -0.007 0.005
C -4.1372 -2.8745 -0.8060 -0.018 -0.009 -0.002
C -2.9043 -3.4830 -1.0033 -0.017 -0.013 -0.015
C -1.7675 -2.7947 -0.6479 -0.017 0.094 0.041
N -1.8218 -1.5608 -0.1055 -0.160 -0.275 -0.030
H -2.9622 2.6074 -0.6774 -0.012 -0.007 0.025
H -1.2193 2.8101 -0.7769 0.006 0.009 -0.026
H -2.5325 1.8397 -2.8136 0.025 0.016 -0.016
H -2.5629 0.3325 -1.9579 -0.053 -0.009 -0.013
H -0.9550 1.9509 -4.4505 0.010 0.003 0.009
H 1.2868 1.3882 -5.3489 -0.002 0.001 0.007
H 2.8387 0.0217 -3.9375 -0.005 -0.006 0.003
H 2.0918 -0.6496 -1.6821 0.011 -0.007 0.024
H -2.4832 2.6549 1.9137 -0.003 0.020 -0.009
H -0.8341 2.8737 1.3434 0.025 -0.011 -0.024
H -1.5372 2.8185 4.2688 0.021 0.001 -0.001
H -0.5714 1.4948 6.1421 -0.002 -0.001 -0.004
H 0.3991 -0.7578 5.6548 -0.013 -0.004 0.000
H 0.3802 -1.5779 3.3206 0.050 0.018 -0.019
H -3.9393 0.9358 0.5327 0.000 -0.010 -0.075
H -3.0255 0.1959 1.8361 -0.057 0.041 0.025
H -5.1382 -1.0993 -0.1097 -0.002 -0.007 -0.001
H -5.0505 -3.3888 -1.0766 0.003 0.009 -0.002
H -2.8235 -4.4724 -1.4308 -0.007 0.004 0.008
H -0.7854 -3.2244 -0.7959 0.007 0.009 0.018
S 2.1419 0.1707 1.1836 0.031 -0.375 0.098
C 3.5924 -0.2933 0.2958 0.023 0.075 -0.030
N 4.0912 -1.5420 0.4603 -0.010 0.010 0.030
C 5.2789 -1.9504 -0.0267 -0.054 -0.002 0.019
C 6.0608 -1.0726 -0.7360 0.028 -0.012 -0.009
C 5.5938 0.2221 -0.9270 -0.024 0.046 -0.010
C 4.3585 0.6099 -0.4180 0.016 0.028 -0.050
H 3.5570 -2.1873 1.0296 -0.017 -0.018 0.033
H 5.5612 -2.9724 0.1842 0.000 0.003 0.014
H 7.0206 -1.3938 -1.1142 -0.006 0.002 -0.006
H 6.1987 0.9391 -1.4677 -0.005 0.003 0.005
H 3.9920 1.6180 -0.5474 0.017 0.005 0.005
```
Positions in Å, forces in eV/Å.

Results
- Charge: +3
- Relative energy (zero: lowest compared OMol25 entry of this formula, charge and spin): 58.4 kJ/mol
- E_LUMO: -9.13 eV

---

The following is a DFT calculation (ωB97M-V/def2-TZVPD) of 10 unconnected molecules or ions with the total composition H20O10 at a distorted geometry.

```
30
Properties=species:S:1:pos:R:3:forces:R:3
O 0.3423 -0.5459 1.0577 -0.896 -0.215 -1.156
H -0.0441 -0.4810 0.1399 0.641 0.014 1.597
H 1.1076 0.0198 1.0115 0.297 0.253 -0.012
O 4.3682 -2.8236 0.6583 2.333 1.131 -1.007
H 4.0590 -3.5265 1.2069 0.126 -0.793 0.633
H 5.3817 -2.8306 0.6071 -2.481 -0.340 0.383
O -0.1258 2.4625 3.6276 -1.450 -0.667 -1.842
H 0.2346 2.2330 2.7480 -0.315 0.162 0.752
H 0.5875 2.7007 4.1671 1.684 0.493 1.083
O -4.4591 -1.3305 -1.8463 1.691 -0.843 0.180
H -3.5960 -1.3781 -1.3518 -1.301 0.165 -0.603
H -4.3528 -2.0887 -2.4599 -0.317 0.652 0.434
O 3.5009 0.1346 -1.3777 -0.280 0.943 0.805
H 3.2007 0.6312 -0.5819 0.260 -0.762 -0.723
H 4.1429 0.7463 -1.7586 0.004 -0.176 -0.130
O -3.1524 -2.9032 2.2717 -0.779 -2.015 3.629
H -3.6926 -2.4833 2.9791 0.591 -0.911 -0.206
H -3.2153 -2.2362 1.6747 0.192 2.897 -3.390
O -0.0821 1.4878 -1.0706 3.794 -1.289 -2.381
H -0.0212 0.9360 -1.8901 0.075 0.518 0.835
H 0.8176 1.8582 -1.0149 -0.380 0.104 -0.201
O -1.9862 1.5920 -0.3682 -2.029 1.157 -0.908
H -2.6139 0.9827 -0.0773 -2.024 -1.443 1.313
H -2.1469 1.5655 -1.3353 0.307 0.342 0.921
O 0.1282 -2.5757 -1.1278 1.066 1.748 -2.655
H 0.8655 -3.1649 -1.3196 0.009 -0.658 0.661
H 0.4039 -1.9088 -1.8556 -1.109 -1.105 1.804
O 0.2030 3.9485 -0.6933 -3.127 -0.254 -0.398
H -0.6190 4.3410 -1.1134 0.909 -1.350 0.948
H 0.7638 4.6370 -0.9070 2.509 2.241 -0.367
```
Positions in Å, forces in eV/Å.

Results
- SMILES: O.O.O.O.O.O.O.O.O.O
- Relative energy (zero: lowest compared OMol25 entry of this formula, charge and spin): 581.1 kJ/mol
- E_LUMO: 0.01 eV

---

The following is a DFT calculation (ωB97M-V/def2-TZVPD) of a single C5H12O2 molecule at a distorted geometry.

```
19
Properties=species:S:1:pos:R:3:forces:R:3
C 2.3653 0.1742 1.3072 0.057 -0.020 0.021
C 0.9310 0.6376 1.0800 -0.068 0.028 0.004
C 0.2766 -0.0933 -0.0898 0.111 0.400 -0.171
O 0.2718 -1.4935 0.0973 -0.143 -0.004 0.150
C -1.1577 0.3641 -0.3191 0.473 0.284 -2.005
C -1.6405 -0.1406 -1.8238 0.873 0.713 0.301
O -2.0330 -0.3110 0.5725 -0.607 -0.283 -1.518
H 2.3888 -0.9062 1.4755 0.034 0.160 -0.002
H 2.9892 0.3909 0.4310 -0.095 -0.028 0.135
H 2.8114 0.6747 2.1723 -0.049 -0.082 -0.118
H 0.3234 0.4633 1.9790 0.086 0.020 -0.105
H 0.9035 1.7179 0.8813 -0.003 -0.152 0.018
H 0.8276 0.1080 -1.0158 0.178 -0.042 0.124
H -0.5012 -1.6483 0.6702 0.202 -0.111 -0.139
H -1.2999 1.4491 -0.2623 0.242 -0.091 0.034
H -1.0854 -1.0440 -2.1123 0.036 0.418 0.111
H -2.7213 -0.3662 -2.0455 0.663 0.396 0.898
H -1.4050 0.7075 -2.4504 0.198 -0.047 -0.597
H -2.3457 -0.5415 -0.3538 -2.191 -1.556 2.859
```
Positions in Å, forces in eV/Å.

Results
- SMILES: CC[C@@H](O)[C@@H](C)O
- Relative energy (zero: lowest compared OMol25 entry of this formula, charge and spin): 208.2 kJ/mol
- E_LUMO: 0.93 eV

---

Question: Among the records above, which one has the lowest relative energy (zero: lowest compared OMol25 entry of this formula, charge and spin)?
Answer: C24H25InN5S